# C20H21AsCl2NSV

A molecular structure, C20H21AsCl2NSV in a non-equilibrium geometry (wB97M-V/def2-TZVPD, the Open Molecules 2025 dataset).

XYZ file:
```
47
Properties=species:S:1:pos:R:3:forces:R:3
H 3.01149 0.40888 -4.30754 -0.098 0.031 0.020
C 1.85089 1.82928 -5.43294 -0.362 0.003 0.337
H -2.07251 3.58448 3.66816 0.111 -0.127 -0.106
H -2.35461 -3.83592 -0.13414 -0.114 0.491 0.145
Cl -1.73671 3.39308 -4.66944 0.075 -0.348 0.430
H 2.44849 -1.57772 -0.15924 0.169 0.067 0.243
H -1.42251 -2.83322 3.57206 -0.440 -0.074 -0.488
H -0.03081 -4.16142 0.87216 0.179 0.569 0.023
C -2.35761 -2.73062 -0.22994 -0.812 -0.739 -0.192
C -0.17441 1.32778 1.92696 -0.947 0.918 0.352
C 1.09389 0.58228 1.90786 -0.400 0.300 -0.046
C -0.30341 2.43058 -4.46774 1.213 -0.024 -0.941
H 4.02069 -0.03572 3.51776 -0.120 0.017 -0.090
As -1.25521 -1.91262 1.18716 -0.385 -2.369 -0.769
C 0.29639 -3.10232 0.91956 0.253 -0.593 0.101
H 0.07759 2.42368 3.79006 0.011 0.000 -0.022
Cl 1.46579 -0.21592 -2.02984 1.321 -0.139 -0.941
C -1.06571 1.13378 0.86306 -0.046 -0.700 -0.541
H -3.60921 3.19948 1.75796 0.100 -0.015 0.050
H -0.94411 -1.37392 -1.64594 0.990 0.554 0.667
H -2.94981 1.61478 -0.04844 -0.011 0.111 0.094
N 1.24539 -0.22542 0.82706 1.766 -0.266 1.411
H 0.80429 -2.83432 -0.02994 -0.422 -0.316 0.574
H 1.96979 1.30798 3.75626 -0.173 -0.010 -0.182
C -2.29131 1.79658 0.79516 0.252 0.183 0.751
C -2.04011 -2.96362 2.65956 -0.179 0.310 0.686
C 3.40049 -0.91762 1.65666 -0.124 -0.039 -0.188
H -3.39931 -2.35912 -0.14524 0.496 -0.206 -0.039
H -2.07511 -4.04022 2.39336 0.105 0.728 -0.045
H 1.00589 -2.97582 1.76256 -0.323 -0.111 -0.486
C -0.06671 1.56998 -3.38124 -0.463 -0.614 0.554
H 2.58679 1.93128 -6.22394 -0.100 -0.021 0.131
C 2.08049 0.66698 2.89016 0.709 -0.454 -0.013
H 4.29199 -1.51982 1.52566 -0.138 0.047 -0.059
H -3.06991 -2.60252 2.85956 0.645 -0.212 -0.066
H 0.47509 3.21748 -6.32344 -0.078 -0.085 0.182
C 2.08809 0.97668 -4.35904 -0.087 -0.189 0.332
S -1.17221 1.33718 -2.07354 -0.401 0.785 0.280
C 2.38119 -0.94992 0.72446 -0.110 0.272 0.023
C 1.13409 0.85138 -3.34394 0.392 0.917 -2.016
V -0.28151 -0.22672 -0.49874 -1.718 1.689 -1.814
C 0.65909 2.55228 -5.48464 -0.111 -0.179 0.406
C 3.24409 -0.09182 2.76026 -0.489 0.375 0.175
H -1.94811 -2.44932 -1.22204 -0.521 -0.339 0.999
C -2.65591 2.68018 1.80506 -0.058 -0.169 -0.225
C -0.56321 2.22498 2.93636 -0.130 0.250 0.199
C -1.79211 2.89468 2.87586 0.571 -0.280 0.104
```
Forces are in eV/Å.

- Spin multiplicity: 3
- Orbital gap (spin up / spin down): 6.78 / 6.72 eV
- Total energy: -5327.713220 Eh
- Expectation value of S²: 2.054
- Total charge: 0
- Largest force on an atom: 3.02 eV/Å

Mulliken atomic charge list, values in e, 5 entries: 0.402 -0.565 0.373 0.388 -0.208